1.
Below is a cluster of 2 separate species, C4H8O3 in total at a distorted geometry, with properties calculated with the ωB97M-V functional and the def2-TZVPD basis.

The expectation value of S² is 0.75. The energy relative to the best compared isomer or geometry (same formula, charge and spin) comes out at 0.154 eV. The calculation puts the largest force on an atom at 1.13 eV Å⁻¹. The calculation puts the HOMO-LUMO gap (alpha / beta) at 4.099 / 7.648 eV.

The geometry in ORCA input format:
```
! wB97M-V def2-TZVPD RIJCOSX def2/J DEFGRID3
* xyz -1 2
O -0.3873 -1.2338 3.4043
O 1.1155 -1.6893 0.7414
O -0.9528 2.5839 -0.6821
C 0.5281 -0.6553 -1.3927
C -0.8547 1.4527 -1.1095
C 0.3112 -0.9499 0.0721
C 0.3373 0.8256 -1.7625
H 0.1513 0.8164 -2.8571
H 1.2698 1.3447 -1.5597
H 0.2414 -0.8794 2.7482
H -1.0557 -0.5769 3.4833
H -0.0258 -1.3761 -2.0277
H 1.5700 -0.8905 -1.6329
H -0.6757 -0.6492 0.4622
H -1.7246 0.7675 -1.1030
*
```



2.
Below is a cluster of 9 separate species, C31H58F12N7O13S2 in total at a distorted geometry, with properties calculated with the ωB97M-V functional and the def2-TZVPD basis.

The calculation puts the largest force on an atom at 4.41 eV Å⁻¹. The calculation puts the HOMO-LUMO gap at 2.422 eV.

The geometry in ORCA input format:
```
! wB97M-V def2-TZVPD RIJCOSX def2/J DEFGRID3
* xyz 1 1
S 2.0111 1.9361 -5.0579
S -2.6042 -1.0642 5.3208
F 0.4926 0.0901 -3.8900
F 1.0971 -0.4067 -5.9342
F 1.4784 1.9153 1.2654
F 1.6718 -0.2460 1.4637
F -3.6326 0.4854 3.3563
F -5.1010 -0.1112 4.8716
F -0.4110 1.1571 -5.5506
F 5.8652 3.2266 2.8217
F 3.7705 2.5180 2.6931
F -3.6475 1.3919 5.2992
F 1.4310 0.7297 -0.5167
F 4.9843 1.9248 4.3628
O -1.2574 -0.5001 5.3543
O -2.6782 -2.1580 4.3092
O 6.5961 0.2476 2.7991
O 1.8916 2.4745 -6.4214
O 3.2728 1.2282 -4.8114
O 5.7922 1.1129 0.9080
O -1.7904 3.3640 3.7496
O 1.5566 2.8234 -3.9985
O -1.0721 -0.3247 0.2016
O -1.0961 0.6175 2.1505
O -3.1349 -1.4368 6.6079
O -3.1488 -0.4799 -4.7536
O 0.3854 -3.7850 1.2064
N -0.1300 2.0157 4.5429
N 4.2017 -3.0105 -1.2591
N -1.5016 -2.5705 1.9479
N -2.8891 4.4367 0.3219
N 5.0801 -4.9431 -0.7510
N -4.6917 -2.1986 -4.1943
N -4.1361 3.0632 -0.8320
C -1.0441 3.9815 5.9441
C -3.8395 0.2489 4.6380
C -2.2221 5.6375 0.8138
C 5.0544 2.1945 3.0271
C -1.5940 -1.4622 -1.8517
C -0.5007 0.7513 0.9545
C 4.0193 -1.6755 -1.8142
C -3.4038 -1.6139 -4.8413
C 2.5670 -1.3343 -2.1636
C -0.0841 -2.9826 1.9463
C 3.8230 -4.9300 -0.2189
C -2.6331 -2.6163 -5.6705
C -4.9276 2.5698 -1.9391
C -1.0919 3.1671 4.6788
C -2.7176 3.1717 0.7724
C 1.1991 2.5076 3.9884
C 4.7340 0.9284 0.0058
C 5.9528 -6.1124 -0.7094
C 1.0262 0.7143 0.7626
C -5.5508 -1.1839 -3.4512
C 5.3314 -3.7492 -1.2993
C 3.3009 -3.7172 -0.4743
C 0.7198 0.5736 -5.1355
C 0.6981 -2.4417 3.0912
C -2.4565 -3.3697 1.0944
C 5.5231 0.8964 2.3104
C -3.4604 2.2759 0.0932
C -1.2474 -0.1426 -1.1916
C -4.0267 2.0342 -3.0530
C 5.3046 1.1949 -1.4019
C -3.8272 4.3686 -0.6442
H -4.8940 -0.9452 -2.6197
H -2.6247 -1.7374 -1.5771
H -1.9079 -3.5583 0.1749
H -3.3066 -2.7198 0.9181
H -1.5603 -1.5664 1.7350
H 0.2236 -2.9205 3.9539
H 1.6395 3.2567 4.6388
H -2.6793 -4.2977 1.6084
H 4.5303 1.4177 -2.1345
H -1.8989 -2.6291 2.9247
H -3.4535 2.8392 -3.5102
H -3.4669 1.1335 -2.8137
H -2.0119 0.6177 -1.3860
H 3.4994 -5.7829 0.3527
H -5.1960 -2.5077 -5.0362
H 4.7205 0.1288 2.3652
H -3.5308 1.2048 0.1392
H -2.9549 6.4376 0.8999
H 2.1726 -2.0572 -2.8821
H 4.3172 -0.0890 0.0175
H 0.7972 -1.3584 3.1004
H -0.0611 1.4072 5.3670
H 1.8869 -1.2171 -1.3207
H -4.5140 -3.1113 -3.7664
H -0.3188 0.1538 -1.6802
H 3.9438 1.6672 0.1728
H -1.8314 4.7162 5.7898
H -0.4783 1.3275 3.8569
H -0.7923 1.7171 0.5053
H 0.8986 2.9056 3.0256
H -5.5478 1.7528 -1.5733
H -3.2008 -2.9513 -6.5437
H -0.0978 4.4809 6.1458
H 5.9061 0.3129 -1.6273
H -1.2871 3.3835 6.8233
H -1.4869 5.9691 0.0835
H -4.1601 5.1391 -1.3190
H 5.9464 -6.4615 0.3226
H -0.8058 -2.1475 -1.5318
H 2.3351 -3.2990 -0.2514
H 1.8200 1.6228 3.9018
H 4.2692 -0.9716 -1.0143
H 5.9710 2.0553 -1.3567
H 1.7263 -2.7974 3.0563
H 6.2334 -3.6352 -1.8787
H -1.9711 3.1027 1.5506
H 5.5816 -6.9257 -1.3277
H -2.2859 -3.5289 -5.1843
H 2.5504 -0.3655 -2.6661
H -5.4062 3.4481 -2.3686
H -1.6665 -1.5760 -2.9352
H -6.4063 -1.7585 -3.1024
H 6.9524 -5.7827 -0.9777
H -1.7636 -2.1031 -6.0730
H -5.8654 -0.3928 -4.1192
H -4.6826 1.7210 -3.8732
H -1.8242 5.3719 1.7886
H 4.7360 -1.5050 -2.6125
*
```



3.
Below is an isolated molecule of C16H21N3O2S, with properties calculated with the ωB97M-V functional and the def2-TZVPD basis.

Its SMILES is Cc1nn(C)c(C)c1S(=O)(=O)N[C@H]1CCCc2ccccc21. The energy relative to the best compared isomer or geometry (same formula, charge and spin) comes out at 1.464 eV. The calculation puts the largest force on an atom at 0.94 eV Å⁻¹. The calculation puts the HOMO-LUMO gap at 9.647 eV.

The geometry in ORCA input format:
```
! wB97M-V def2-TZVPD RIJCOSX def2/J DEFGRID3
* xyz 0 1
S -1.5697 0.1043 -0.6254
O -1.3087 -1.3073 -0.6957
O -2.9163 0.5503 -0.4002
N -0.6130 0.8216 0.5498
N 0.0068 1.3084 -3.9902
N -0.4266 2.4861 -3.5278
C 2.5197 0.0714 2.5995
C 0.3942 -0.0134 1.1650
C -0.2787 0.2943 -3.1460
C -1.0047 2.2485 -2.3665
C -0.9395 -2.7936 4.1246
C -1.8844 -2.0805 3.4082
C 0.4092 -2.6037 3.8736
C -0.9394 0.8700 -2.0743
C 0.8154 -1.7032 2.9036
C -1.4871 -1.1694 2.4427
C 0.0852 -1.1152 -3.4176
C -0.1394 -0.9793 2.1899
C 2.2504 -1.4385 2.5700
C 0.6759 1.2291 -5.2552
C 1.4785 0.8749 1.7999
C -1.6124 3.3028 -1.5200
H -2.9362 -2.2334 3.5982
H -2.5361 2.9257 -1.0876
H 0.8296 -0.5901 0.3401
H -1.2524 -3.5015 4.8781
H 1.1489 -3.1623 4.4299
H 2.9132 -1.9469 3.2720
H -1.8070 4.1898 -2.1160
H 2.4612 -1.8231 1.5678
H 0.7316 2.2375 -5.6585
H 1.6840 0.8280 -5.1342
H -0.3781 -1.4598 -4.3419
H -2.2317 -0.6311 1.8746
H 3.5209 0.2619 2.2103
H -0.9344 3.5631 -0.7079
H 0.9735 1.5845 2.4581
H 1.9564 1.4511 1.0072
H -1.1876 1.3121 1.2188
H 1.1653 -1.2222 -3.5197
H -0.2640 -1.7298 -2.5924
H 2.5063 0.3981 3.6406
H 0.1212 0.5909 -5.9456
*
```



4.
Below is a cluster of 2 separate species, C10H16O in total at a distorted geometry, with properties calculated with the ωB97M-V functional and the def2-TZVPD basis.

The expectation value of S² is 0.77. The energy relative to the best compared isomer or geometry (same formula, charge and spin) comes out at 2.656 eV. The calculation puts the largest force on an atom at 6.21 eV Å⁻¹. The calculation puts the HOMO-LUMO gap (alpha / beta) at 9.782 / 6.906 eV.

The geometry in ORCA input format:
```
! wB97M-V def2-TZVPD RIJCOSX def2/J DEFGRID3
* xyz 1 2
O -2.0339 -1.5139 -2.2213
C 0.6568 1.0147 -0.3646
C 1.7077 1.3672 0.6248
C -1.6637 0.2675 -0.6116
C -1.3220 -0.4918 -1.8154
C 2.0261 2.8864 0.6848
C 1.0316 0.4600 -1.6077
C -0.6734 0.9257 0.0219
C -0.5796 -1.7694 2.4057
C 0.0748 -0.2631 -2.2362
C 0.4068 -2.2681 3.4963
H 2.5991 0.6839 0.3235
H 2.9276 3.1782 0.3828
H -1.5168 -1.6366 2.7799
H -0.6782 -2.4449 1.4651
H 1.2113 -1.6048 3.8259
H -2.0119 -1.5389 -3.1853
H 1.4334 3.5693 -0.0876
H -0.3778 -0.8265 1.9938
H 0.8605 -3.2722 3.2343
H 1.6236 0.9038 1.6104
H -0.2618 -2.4861 4.3755
H 2.0538 0.5457 -1.8240
H 1.5491 3.4032 1.5476
H -2.6597 0.3821 -0.2034
H -0.9700 1.4874 0.9506
H 0.4990 -1.0067 -3.0061
*
```